No. 1
{
  "formula": "O5S2",
  "method": "the ωB97M-V functional and the def2-TZVPD basis",
  "orbital_gap_ev": 11.856,
  "homo_ev": -12.3,
  "mol_weight_g_mol": 144.1,
  "total_charge": 0,
  "elements": ["O", "O", "O", "O", "O", "S", "S"],
  "xyz": [[0.176, 0.382, 1.115], [-1.973, 0.883, 0.000], [0.175, 0.359, -1.127], [2.208, -0.686, 0.005], [-1.122, -1.412, 0.012], [-0.899, -0.026, -0.003], [1.435, 0.500, -0.001]]
}



No. 2
{
  "formula": "O6S2",
  "method": "the ωB97M-V functional and the def2-TZVPD basis",
  "orbital_gap_ev": 7.780,
  "smiles": "O=S(=O)([O-])S(=O)(=O)[O-]",
  "homo_ev": -1.1,
  "mol_weight_g_mol": 160.1,
  "total_charge": -2,
  "elements": ["O", "O", "O", "O", "O", "O", "S", "S"],
  "xyz": [[-1.572, 0.710, -1.176], [1.357, 1.270, 0.623], [-1.609, -1.398, 0.121], [1.638, -0.094, -1.384], [-1.139, 0.670, 1.215], [1.330, -1.153, 0.749], [-1.017, -0.030, -0.024], [1.016, 0.023, -0.036]]
}



No. 3
{
  "formula": "O6S2",
  "method": "the ωB97M-V functional and the def2-TZVPD basis",
  "orbital_gap_ev": [7.424, 6.738],
  "homo_ev": [-1.3, -0.8],
  "mol_weight_g_mol": 160.1,
  "total_charge": -2,
  "elements": ["O", "O", "O", "O", "O", "O", "S", "S"],
  "xyz": [[-0.072, 2.719, 0.758], [0.741, -2.574, 0.724], [-1.585, 1.931, -0.933], [-2.002, 1.248, 1.491], [0.390, -2.084, -1.661], [2.518, -1.311, -0.465], [-0.989, 1.654, 0.412], [0.999, -1.581, -0.327]]
}



No. 4
{
  "formula": "O6S3",
  "method": "the ωB97M-V functional and the def2-TZVPD basis",
  "orbital_gap_ev": 5.716,
  "homo_ev": 0.3,
  "mol_weight_g_mol": 192.2,
  "total_charge": -2,
  "elements": ["O", "O", "O", "O", "O", "O", "S", "S", "S"],
  "xyz": [[-0.810, -1.322, 1.753], [0.888, -0.548, 0.045], [0.923, 0.276, 2.332], [0.955, -0.440, -2.378], [-1.168, -0.715, -1.305], [-0.796, 0.914, 0.704], [0.014, 1.975, -1.242], [-0.068, -0.169, 1.336], [0.061, 0.027, -1.246]]
}



No. 5
{
  "formula": "OS",
  "method": "the ωB97M-V functional and the def2-TZVPD basis",
  "orbital_gap_ev": 6.411,
  "smiles": "O=S",
  "homo_ev": -8.6,
  "mol_weight_g_mol": 48.1,
  "total_charge": 0,
  "elements": ["O", "S"],
  "xyz": [[0.044, -0.531, -0.494], [-0.044, 0.531, 0.494]]
}



No. 6
{
  "formula": "P4S5",
  "method": "the ωB97M-V functional and the def2-TZVPD basis",
  "orbital_gap_ev": 6.794,
  "smiles": "S=PSP1#S#P2SP2S1",
  "homo_ev": -8.9,
  "mol_weight_g_mol": 284.2,
  "total_charge": 0,
  "elements": ["P", "P", "P", "P", "S", "S", "S", "S", "S"],
  "xyz": [[-1.411, -1.406, 0.474], [-0.381, 1.692, 1.157], [0.197, 0.364, -2.032], [0.712, -1.099, 0.989], [-0.079, -3.052, 0.654], [-1.505, -0.845, -1.607], [-0.014, 2.175, -0.924], [0.805, 2.817, 2.167], [1.676, -0.647, -0.877]]
}



In a.u., the energy values for the records above are, in order, -1172.52460, -1247.83206, -1247.79080, -1645.99870, -473.33233, -3356.45962.
In eV, the relative energy (zero: lowest compared OMol25 entry of this formula, charge and spin) values for the records above are, in order, 0.1690, 0.3036, 1.4262, 1.0789, 0.0172, 0.0000.